# 1
Density functional theory data (ωB97M-V/def2-TZVPD) for a cluster of 14 separate species, C3H34N2O14S in total in a non-equilibrium geometry.

XYZ file:
```
54
Properties=species:S:1:pos:R:3:forces:R:3:lowdin_charge:R:1
N -0.685334 -0.653919 -1.854409 -0.856 3.916 -2.582 0.11
C 0.120997 0.290264 -1.141970 1.921 0.602 -0.950 -0.39
C 0.076452 0.428974 0.335235 0.673 0.763 3.031 -0.46
S -1.087159 1.724657 0.875274 -0.569 1.330 -0.391 0.82
C 1.511187 -0.325681 -1.500712 2.555 1.750 -1.330 -0.45
N 1.839929 -1.542020 -0.939475 0.607 0.260 -0.796 0.18
O 2.304609 0.267487 -2.291294 -1.673 -1.563 1.895 -0.02
H -0.751464 -1.448554 -1.372986 -0.985 -4.066 2.027 0.03
H -1.556690 -0.243378 -2.173759 -0.272 -0.526 0.507 0.07
H -0.111790 1.328805 -1.562743 1.115 -1.882 0.384 0.10
H 1.106438 0.625746 0.855462 -1.720 0.053 -1.369 0.11
H -0.256371 -0.397410 0.900277 -0.327 -1.582 0.171 0.02
H -2.018883 1.264150 1.729931 0.566 -0.980 -0.163 -0.14
H 1.163096 -2.091400 -0.410915 0.462 0.180 0.025 0.09
H 2.746228 -2.000385 -1.238265 -1.803 0.975 0.518 0.15
H -0.938612 -1.815609 2.386902 -0.771 -0.994 -0.445 0.02
H -2.006089 -2.699827 1.634149 -1.358 0.462 -0.163 -0.01
O -1.086556 -2.626848 1.810671 1.645 0.593 0.874 -0.11
H -1.878570 2.055081 -2.998778 0.663 0.793 0.066 0.00
H -3.289278 2.493836 -2.519511 -2.737 4.693 2.428 -0.02
O -2.804331 1.853987 -2.866564 1.926 -5.249 -2.436 0.01
H -0.002197 -4.316716 1.417231 1.737 2.019 0.242 0.10
H 1.378451 -4.637719 0.989479 1.419 -0.926 -0.507 0.03
O 0.923552 -3.891105 1.334651 -2.264 -1.293 0.027 -0.10
H -3.356830 -0.982121 -3.271209 0.780 -0.524 -1.736 0.01
H -3.733548 0.256367 -2.499042 0.214 0.168 -0.189 0.00
O -3.799588 -0.706413 -2.503962 -1.001 0.083 1.865 -0.04
H 1.667467 0.138165 -4.258102 -1.378 0.190 -0.307 0.07
H 0.282712 -0.414897 -3.782627 0.918 1.291 -1.926 0.08
O 0.701640 0.196628 -4.518623 0.230 -1.865 2.341 -0.11
H -0.141846 4.507151 -1.284709 -0.190 2.520 -0.837 0.00
H 0.091198 3.104265 -1.603210 -0.353 1.484 2.212 0.06
O -0.068576 3.734894 -0.784507 0.945 -3.345 -1.616 -0.14
H 0.081693 -0.238460 3.779617 -2.486 0.217 -1.040 0.06
H -1.570598 0.110665 3.773702 0.071 -0.103 0.159 0.04
O -0.905113 -0.379307 3.286593 2.285 0.192 1.044 -0.17
H -3.807461 -2.020103 0.017364 -1.977 -0.746 -2.627 0.00
H -2.561426 -1.069575 0.171980 -1.110 -0.780 0.070 0.04
O -3.206039 -1.675676 0.604255 2.515 1.718 2.267 -0.03
H 2.796617 1.850551 2.389227 -0.649 1.304 -0.273 -0.04
H 3.215843 0.679371 1.498803 0.541 0.844 2.549 0.09
O 3.367895 1.094253 2.427783 0.299 -2.138 -2.174 -0.09
H -0.203813 2.861286 -4.166548 0.173 0.354 -1.190 0.06
H 0.216339 1.460588 -3.508719 -0.341 1.946 -0.717 0.05
O -0.174635 2.406799 -3.344046 0.344 -1.853 1.324 -0.10
H 2.203643 0.519788 3.967250 -2.354 -2.413 0.405 0.14
H 1.681320 -0.926069 3.676646 1.059 -1.509 -1.162 -0.02
O 1.460678 -0.200340 4.231167 1.752 3.637 0.705 -0.06
H 1.057735 3.352620 1.265627 1.295 -0.240 0.865 0.04
H 0.815149 2.916233 2.638134 0.098 -0.177 0.453 0.03
O 1.584404 3.126165 2.095228 -1.557 0.648 -1.405 -0.10
H 3.104281 -2.441399 3.264694 5.205 -3.688 6.468 -0.06
H 1.893063 -2.779258 2.383128 1.255 0.693 0.424 0.06
O 2.610177 -2.124587 2.656227 -6.536 2.761 -7.017 0.01
```
Forces are in eV/Å.

Output
DFT total energy = -46142.188 eV
largest force on an atom = 10.0 eV/Å
HOMO = -0.3305 hartree
net charge = 0

---

# 2
Density functional theory data (ωB97M-V/def2-TZVPD) for a structure of composition C45H33ClN4O2PPdS2Se in a non-equilibrium geometry.

XYZ file:
```
90
Properties=species:S:1:pos:R:3:forces:R:3:lowdin_charge:R:1
Pd 0.222527 0.180704 0.176898 -0.007 -0.599 0.477 0.63
S -5.425536 2.408947 3.755522 0.485 0.445 -0.591 1.03
C -5.743681 4.040008 3.285685 0.125 -0.512 0.069 -0.42
C -4.901609 4.457946 2.302663 -0.461 0.264 0.310 -0.19
C -3.978546 3.476260 1.913671 0.157 -0.888 0.263 -0.10
C -4.108439 2.289437 2.606072 -0.987 1.358 0.155 -0.46
C -3.301186 1.114729 2.499562 0.539 -2.209 0.706 -0.18
C -2.192351 1.113994 1.636749 0.014 0.263 -0.105 -0.10
N -1.335451 0.127429 1.520658 -0.358 -0.837 0.797 -0.01
C -1.528242 -1.024049 2.245394 -1.413 1.796 0.283 -0.11
C -2.659042 -1.138700 3.111831 1.120 -0.531 -0.481 -0.14
C -2.854968 -2.372713 3.813005 -0.073 -0.050 0.052 -0.03
C -2.035132 -3.429547 3.626729 -0.198 -0.046 0.123 -0.03
C -0.909574 -3.348846 2.751639 -0.230 1.414 -0.235 -0.14
C -0.092541 -4.427682 2.462264 1.236 -0.182 -0.938 0.02
C 0.976940 -4.275702 1.563575 -1.487 0.743 1.106 -0.20
C 1.244762 -2.965763 1.102912 0.063 0.019 0.100 -0.05
N 0.505873 -1.926019 1.378849 -1.006 -0.505 0.547 0.11
C -0.628427 -2.096065 2.123492 1.597 -1.692 -0.334 -0.13
C 1.767188 -5.381136 1.121896 0.890 -1.325 -0.379 -0.47
C 2.603220 -5.457300 0.030498 -0.565 0.415 0.490 -0.11
C 3.183991 -6.723180 -0.146067 0.162 -0.612 0.076 -0.19
C 2.809805 -7.619115 0.806109 -0.353 0.253 0.329 -0.42
S 1.722823 -6.922865 1.951551 0.350 0.382 -0.636 1.03
C -3.518229 -0.064358 3.248137 -0.117 1.698 -0.819 0.03
H -6.534025 4.575407 3.771480 -0.173 0.181 0.054 0.05
H -4.935790 5.445393 1.874602 -0.028 0.122 -0.044 0.10
H -3.239288 3.640817 1.151314 0.158 -0.024 -0.106 0.11
H -1.996010 1.975764 1.009523 0.072 -0.204 0.108 0.08
H -3.703016 -2.434278 4.484475 -0.002 -0.080 0.017 0.11
H -2.217876 -4.367342 4.134959 -0.050 -0.040 0.055 0.11
H -0.295661 -5.395370 2.904771 -0.095 -0.027 -0.008 0.10
H 2.122455 -2.773282 0.496692 0.019 0.129 -0.099 0.12
H 2.766672 -4.636622 -0.645141 -0.023 0.198 -0.109 0.11
H 3.844647 -6.971618 -0.959994 0.089 -0.006 -0.075 0.10
H 3.084228 -8.648692 0.919145 0.145 -0.209 -0.064 0.05
H -4.361460 -0.130695 3.924009 -0.043 -0.053 0.048 0.10
N 1.794181 -0.095330 -0.919552 0.412 0.147 -0.881 -0.38
P 1.663261 -0.004696 -2.464218 0.326 0.253 0.493 0.74
C 0.153492 0.680086 -3.244793 0.370 -0.119 0.174 -0.29
C -0.454475 0.129001 -4.363748 0.083 0.026 0.111 -0.12
C -1.605558 0.703368 -4.873171 -0.141 0.015 -0.138 -0.11
C -2.147538 1.826611 -4.269830 -0.018 0.141 -0.023 -0.10
C -1.523839 2.398345 -3.172249 0.174 0.060 -0.141 -0.09
C -0.372430 1.827024 -2.658944 0.168 0.318 -0.060 -0.11
C 2.900475 1.140101 -3.180318 -0.100 -0.297 -0.084 -0.28
C 2.920301 1.448484 -4.533800 0.137 0.046 0.029 -0.10
C 3.855062 2.341836 -5.022450 0.039 0.081 -0.151 -0.10
C 4.758268 2.941932 -4.156898 0.091 0.076 -0.031 -0.11
C 4.730445 2.645256 -2.804535 0.095 0.094 -0.020 -0.09
C 3.800716 1.744075 -2.317437 -0.032 -0.130 0.066 -0.08
C 1.962315 -1.602035 -3.310392 0.027 0.357 0.043 -0.27
C 1.101538 -2.638166 -2.964735 -0.001 -0.019 0.098 -0.11
C 1.256381 -3.894126 -3.519217 -0.008 -0.006 -0.014 -0.09
C 2.293714 -4.128838 -4.406389 0.099 -0.082 -0.077 -0.11
C 3.175585 -3.109084 -4.723447 0.120 -0.117 -0.135 -0.10
C 3.016943 -1.846716 -4.178228 -0.092 0.054 0.017 -0.08
H -0.037857 -0.753607 -4.826629 -0.004 -0.113 -0.024 0.10
H -2.082756 0.266040 -5.738948 -0.076 -0.048 -0.052 0.10
H -3.059619 2.261747 -4.655070 -0.067 0.028 -0.062 0.09
H -1.938243 3.280816 -2.706600 -0.067 0.042 0.054 0.10
H 0.118192 2.263731 -1.787413 -0.115 -0.156 -0.197 0.06
H 2.205709 0.986341 -5.200048 -0.090 -0.019 -0.101 0.10
H 3.879209 2.575688 -6.077788 0.002 0.046 -0.083 0.09
H 5.483714 3.646994 -4.537555 0.062 0.062 -0.055 0.09
H 5.431861 3.118268 -2.130227 0.036 0.036 0.031 0.10
H 3.743413 1.485203 -1.269491 -0.065 -0.037 0.110 0.07
H 0.316648 -2.442403 -2.250569 -0.144 -0.003 0.051 0.06
H 0.560945 -4.679140 -3.261200 -0.056 -0.119 0.034 0.10
H 2.424465 -5.107167 -4.844926 0.010 -0.123 -0.063 0.09
H 3.989614 -3.293724 -5.408120 0.129 -0.059 -0.077 0.09
H 3.715246 -1.059851 -4.424373 0.035 0.053 -0.046 0.09
Cl -2.334476 -2.493121 -3.426380 0.039 -0.530 -0.336 0.60
C -2.972541 -1.315195 -2.279289 -0.036 0.416 0.357 -0.48
C -1.887252 -0.653320 -1.408511 -0.828 0.140 -0.389 -0.75
O -0.906627 -1.345609 -1.054186 0.299 -0.422 0.241 -0.13
O -2.099605 0.521816 -1.098308 -0.876 0.083 -0.021 -0.04
H -3.667010 -1.841908 -1.623273 -0.013 0.064 -0.056 0.07
H -3.493253 -0.542066 -2.843042 0.054 -0.113 0.101 0.06
Se 0.910487 2.270608 0.997516 0.534 0.740 0.197 0.64
C 2.313131 1.724322 2.191769 -0.301 0.379 -0.268 -0.63
C 3.646346 1.922145 1.841052 -0.183 -0.098 0.092 -0.12
C 4.625660 1.593846 2.760387 0.083 0.153 -0.233 -0.18
N 4.368348 1.130226 3.973482 0.435 -0.148 0.416 0.03
C 3.097357 0.961418 4.307723 -0.286 -0.046 0.069 -0.18
C 2.034807 1.230193 3.462559 0.181 -0.014 -0.077 -0.13
H 3.887509 2.339579 0.873389 0.059 -0.054 -0.005 0.08
H 5.676054 1.728947 2.527163 0.049 0.017 -0.106 0.09
H 2.927505 0.610832 5.319249 -0.106 -0.087 0.056 0.09
H 1.010258 1.083485 3.778703 0.003 -0.015 0.022 0.09
```
Forces are in eV/Å.

Output
DFT total energy = -169567.028 eV
largest force on an atom = 2.4 eV/Å
HOMO = -0.1481 hartree
net charge = -1

---

# 3
Density functional theory data (ωB97M-V/def2-TZVPD) for an isolated molecule of C10H15FNPS in a non-equilibrium geometry.

XYZ file:
```
29
Properties=species:S:1:pos:R:3:forces:R:3:lowdin_charge:R:1
C 0.907037 2.632820 1.039772 0.117 0.578 0.729 -0.08
C 0.439145 1.585858 2.133472 1.381 2.206 -0.210 -0.28
N 0.218143 0.331188 1.553881 -0.997 -2.286 -0.684 -0.32
C 1.323949 -0.589557 1.216927 -1.504 -0.610 -1.468 -0.26
C 2.093608 -1.240860 2.366916 2.782 1.469 -1.186 -0.07
P -1.229778 0.021797 0.803812 0.198 -2.309 -0.340 0.33
F -1.450767 -1.600900 1.106242 0.595 1.540 0.788 -0.27
S -2.803532 0.967850 1.300186 0.244 0.430 0.069 0.33
C -1.032039 -0.337746 -0.984864 -0.723 -0.046 -0.218 -0.29
C -0.358424 0.288529 -2.021265 1.835 0.500 1.338 -0.08
C -0.499611 -0.078619 -3.321283 -1.290 -1.347 2.152 -0.11
C -1.323156 -1.092575 -3.681550 -1.243 -0.129 -1.567 -0.08
C -2.106954 -1.714343 -2.714941 0.260 -0.306 -0.009 -0.05
C -1.910470 -1.345043 -1.382443 -1.113 -0.158 -0.357 -0.10
H 0.296500 3.021983 0.188025 -0.273 -0.863 0.991 0.08
H 1.348386 3.512882 1.500292 -0.389 0.358 0.446 0.06
H 1.793922 2.229855 0.616347 0.776 -0.776 -0.791 0.04
H 1.326018 1.473106 2.841139 -1.382 0.374 -0.498 0.13
H -0.495570 1.862551 2.627126 0.454 0.366 0.276 0.07
H 1.798492 -0.164923 0.303747 0.981 -0.139 1.128 0.12
H 0.794944 -1.409108 0.743071 -0.069 -0.410 -0.082 0.08
H 1.500789 -1.484599 3.193537 -1.429 -0.691 0.850 0.05
H 2.667823 -2.177605 1.997435 -0.802 1.810 0.669 0.11
H 2.771347 -0.442782 2.813660 -0.124 -1.273 -0.627 0.08
H 0.533642 0.894829 -1.902930 -0.410 0.678 0.798 0.11
H 0.131593 0.333932 -3.973796 2.140 1.668 -2.731 0.07
H -1.365905 -1.195691 -4.782162 -0.429 -0.847 0.792 0.12
H -2.829272 -2.503738 -2.964184 0.392 0.443 0.115 0.11
H -2.539863 -1.779092 -0.616167 0.021 -0.229 -0.374 0.10
```
Forces are in eV/Å.

Output
DFT total energy = -34945.388 eV
largest force on an atom = 3.8 eV/Å
HOMO = -0.3295 hartree
net charge = 0

---

# 4
Density functional theory data (ωB97M-V/def2-TZVPD) for a structure of composition C21H19F5IrN2SSi in a non-equilibrium geometry.

XYZ file:
```
50
Properties=species:S:1:pos:R:3:forces:R:3:lowdin_spin:R:1
Ir -0.804640 -1.359310 -0.280601 -1.779 -1.776 -0.501 -0.14
F 0.242952 4.977202 0.300719 -0.009 0.098 0.047 -0.02
C -0.167732 3.767352 -0.098042 -0.088 0.041 -0.005 0.00
C 0.774846 2.828537 -0.296416 -0.316 -0.181 0.074 0.18
F 2.050649 3.120954 -0.060474 0.207 0.014 0.014 0.05
C 0.474689 1.427667 -0.755176 -0.055 0.147 -0.182 0.03
F 1.581450 0.657273 -0.515992 0.105 0.027 0.179 0.01
C -1.947827 1.193702 -0.408250 -0.244 0.667 0.077 0.22
S -2.815251 -0.188582 -0.905031 0.952 -0.465 0.426 0.12
C -2.337634 2.507436 -0.530410 0.174 -0.018 0.218 -0.02
F -3.595671 2.729271 -0.932416 -0.113 0.027 -0.080 -0.02
C -1.578094 3.648318 -0.280243 0.057 -0.073 -0.070 0.24
F -2.240300 4.809926 -0.244905 -0.048 0.117 -0.017 0.07
C -0.737362 2.620065 2.712568 0.103 0.203 -0.107 0.00
Si -0.488418 0.925128 1.979236 -0.177 -0.154 -0.035 0.01
C -1.872951 -0.129055 2.631509 -0.144 0.057 0.077 0.00
C 1.219148 0.338921 2.384519 0.218 -0.021 0.032 0.00
N -0.651954 0.856452 0.105402 0.752 -0.921 -0.295 0.04
C 0.161064 1.338984 -2.248873 -0.230 0.073 0.205 0.01
C 0.047717 0.074754 -2.805144 0.103 -0.023 -0.206 0.01
C -0.355465 -0.092588 -4.119062 0.017 0.050 -0.039 0.00
C -0.620021 1.022637 -4.902157 -0.042 0.035 0.013 0.00
C -0.450842 2.293876 -4.370216 0.038 0.003 0.043 0.00
C -0.060838 2.454331 -3.045765 -0.014 0.036 -0.063 0.00
H -0.841174 2.505216 3.797691 0.006 -0.079 -0.098 0.00
H -1.639710 3.111148 2.346416 -0.011 -0.011 0.058 0.00
H 0.112257 3.281396 2.532886 -0.042 0.018 0.051 0.00
H -1.788127 -0.237029 3.719390 0.047 0.133 -0.095 0.00
H -1.889120 -1.121149 2.195265 -0.006 -0.174 -0.018 0.00
H -2.836109 0.342901 2.411968 0.048 -0.028 0.043 0.00
H 1.390097 0.461911 3.460674 -0.071 -0.021 -0.094 0.00
H 1.975034 0.929497 1.861805 -0.026 -0.010 0.075 0.00
H 1.379757 -0.706941 2.121197 -0.011 0.068 -0.032 0.00
H 0.272116 -0.783134 -2.179733 0.111 -0.067 -0.252 0.00
H -0.476430 -1.090251 -4.523411 0.042 0.042 0.011 0.00
H -0.963829 0.904846 -5.923260 0.067 -0.002 0.039 0.00
H -0.631372 3.170231 -4.980981 0.001 -0.049 0.023 0.00
H 0.062795 3.451675 -2.645107 -0.041 -0.029 -0.023 0.00
N -0.241664 -3.030894 -0.062504 0.812 3.018 0.794 0.12
C 0.692094 -3.861396 0.506326 -0.042 -1.197 0.018 0.00
C 1.149777 -4.991015 -0.189001 -0.192 0.235 -0.157 0.03
C 2.170131 -5.769039 0.329851 0.049 -0.023 0.026 0.00
C 2.711863 -5.479234 1.574477 -0.076 0.088 0.034 0.03
C 2.202109 -4.412661 2.311730 0.075 -0.141 -0.020 0.00
C 1.208741 -3.610874 1.788674 -0.266 0.271 -0.202 0.03
H 0.707876 -5.207127 -1.154726 0.075 -0.045 0.037 0.00
H 2.538549 -6.617066 -0.233684 -0.014 0.034 -0.017 0.00
H 3.519120 -6.079962 1.973560 -0.055 -0.011 0.003 0.00
H 2.593194 -4.204202 3.300139 -0.020 0.019 -0.034 0.00
H 0.794511 -2.780099 2.345581 0.075 -0.002 0.023 0.00
```
Forces are in eV/Å.

Output
expectation value of S² = 0.89
DFT total energy = -60201.624 eV
multiplicity = 2
largest force on an atom = 3.2 eV/Å
HOMO (spin up / spin down) = -0.2659 / -0.2952 hartree
net charge = 0